Entry 1:
Entry from the Open Molecules 2025 dataset: a molecular structure, C33H56CaN6Si at a distorted geometry (ωB97M-V/def2-TZVPD).

2S+1 = 1
E = -70387.86519 eV
lowest unoccupied orbital energy = 0.3 eV
energy above the lowest of the compared OMol25 structures with the same formula, charge and spin = 30.5 kJ/mol
total charge = 0

Geometry as XYZ:
```
97
Properties=species:S:1:pos:R:3:forces:R:3
Ca 0.482 0.425 -0.104 1.08 -0.60 0.00
C -0.903 1.566 -5.701 -0.01 -0.02 0.07
C -0.979 0.537 -4.568 0.15 0.07 -0.16
C 0.183 -0.433 -4.554 -0.14 0.01 0.10
C 0.262 -1.383 -5.571 0.06 -0.02 -0.03
C 1.248 -2.353 -5.579 -0.02 0.03 0.02
C 2.158 -2.407 -4.533 -0.01 -0.01 -0.04
C 2.109 -1.485 -3.499 0.06 -0.04 0.09
C 3.115 -1.557 -2.375 0.08 0.19 -0.20
C 4.234 -0.517 -2.511 -0.07 -0.06 0.03
C 1.136 -0.475 -3.528 0.07 0.06 -0.06
N 1.138 0.463 -2.459 -0.23 0.22 0.20
C 1.227 1.729 -2.734 0.12 -0.16 -0.01
C 1.233 2.770 -1.763 0.04 0.11 0.02
C 1.305 4.146 -2.013 -0.03 0.02 -0.02
C 1.278 4.777 -0.770 0.00 -0.03 0.02
C 1.195 3.755 0.180 0.04 0.00 -0.20
N 1.169 2.539 -0.398 0.09 0.58 -0.01
H -1.825 2.148 -5.747 0.03 0.01 -0.01
H -0.760 1.078 -6.666 0.00 0.03 0.02
H -0.075 2.262 -5.551 -0.01 -0.04 -0.04
H -1.896 -0.045 -4.689 -0.02 0.00 0.05
H -1.053 1.058 -3.616 -0.08 -0.04 0.03
H -0.477 -1.361 -6.366 0.01 0.00 0.03
H 1.298 -3.076 -6.384 -0.02 0.01 0.03
H 2.919 -3.179 -4.517 -0.02 0.02 0.01
H 3.555 -2.555 -2.369 -0.04 -0.04 0.08
H 2.610 -1.413 -1.416 0.01 -0.08 0.06
H 4.760 -0.650 -3.457 0.00 0.02 0.01
H 4.958 -0.617 -1.700 0.00 0.01 -0.02
H 3.829 0.494 -2.484 0.03 0.00 -0.01
H 1.335 2.049 -3.773 -0.02 0.00 -0.03
H 1.362 4.611 -2.987 0.01 -0.02 0.03
H 1.312 5.836 -0.571 0.01 -0.03 -0.01
H 1.161 3.858 1.256 -0.03 -0.01 -0.01
C -1.752 -2.162 3.002 -0.06 0.05 -0.04
C -2.446 -0.842 2.622 -0.04 -0.01 0.00
C -3.933 -0.986 2.984 0.07 0.06 0.03
C -1.856 0.257 3.530 -0.02 -0.07 0.03
Si -2.041 -0.452 0.735 -0.52 -0.13 0.40
C -3.135 1.084 0.152 -0.17 -0.14 -0.11
C -4.640 0.807 0.028 0.06 0.05 -0.06
C -2.934 2.240 1.140 -0.08 -0.08 0.00
C -2.644 1.604 -1.213 -0.02 -0.08 0.16
C -2.429 -2.052 -0.348 -0.13 0.06 -0.04
C -3.708 -2.819 0.013 0.05 -0.02 -0.07
C -2.533 -1.652 -1.828 0.01 -0.04 0.09
C -1.240 -3.022 -0.254 -0.10 0.01 0.03
H -1.838 -2.331 4.084 0.01 0.02 -0.04
H -0.688 -2.157 2.750 -0.04 -0.04 0.01
H -2.211 -3.017 2.504 0.04 0.01 0.03
H -4.033 -1.314 4.028 -0.02 0.03 -0.03
H -4.446 -1.717 2.359 0.00 0.01 0.02
H -4.457 -0.033 2.892 -0.01 -0.05 0.02
H -1.678 -0.137 4.539 0.00 0.01 -0.05
H -2.533 1.105 3.637 0.05 -0.01 -0.02
H -0.908 0.650 3.147 -0.01 -0.02 0.04
H -5.082 0.526 0.984 -0.01 -0.02 -0.04
H -4.844 0.004 -0.685 -0.02 0.04 0.02
H -5.166 1.704 -0.329 0.01 -0.04 0.02
H -3.405 2.037 2.102 0.02 0.03 -0.03
H -3.390 3.155 0.740 0.03 -0.02 0.00
H -1.872 2.450 1.314 -0.03 0.02 0.03
H -2.834 0.900 -2.019 0.04 0.00 -0.04
H -1.570 1.840 -1.207 -0.04 0.07 -0.04
H -3.164 2.537 -1.463 0.04 0.01 0.01
H -4.587 -2.170 0.002 0.01 -0.04 0.00
H -3.642 -3.284 0.998 -0.04 0.02 -0.01
H -3.882 -3.625 -0.713 0.00 0.03 0.03
H -3.439 -1.079 -2.029 0.03 0.02 -0.03
H -2.567 -2.551 -2.458 0.02 0.02 0.02
H -1.667 -1.061 -2.154 -0.04 -0.02 -0.03
H -1.092 -3.409 0.755 0.05 0.02 -0.03
H -0.305 -2.542 -0.569 -0.01 -0.04 -0.03
H -1.405 -3.881 -0.917 0.03 0.03 0.00
C 4.118 -0.308 2.425 0.02 0.06 0.04
N 4.502 -0.219 3.834 -0.03 0.01 0.00
C 4.237 1.147 4.300 -0.06 -0.05 -0.07
N 2.827 1.519 4.144 -0.02 -0.01 0.05
C 2.476 1.398 2.733 0.10 -0.07 0.09
N 2.700 0.032 2.215 -0.44 -0.04 -0.24
C 1.892 -0.897 3.036 0.13 0.09 0.13
N 2.225 -0.817 4.456 0.03 0.01 -0.03
C 3.650 -1.134 4.603 -0.06 0.07 -0.07
C 2.010 0.564 4.904 0.10 -0.05 -0.10
H 4.291 -1.328 2.078 0.00 -0.01 -0.04
H 4.738 0.375 1.842 -0.01 0.01 -0.02
H 4.853 1.845 3.729 0.01 0.00 0.00
H 4.508 1.221 5.354 0.01 0.00 0.02
H 3.077 2.099 2.151 -0.04 0.00 -0.05
H 1.417 1.651 2.615 0.00 0.04 -0.02
H 2.072 -1.917 2.691 -0.04 -0.01 -0.05
H 0.836 -0.657 2.904 -0.02 -0.01 0.00
H 3.820 -2.154 4.252 0.02 -0.02 0.02
H 3.922 -1.073 5.657 0.01 0.00 0.01
H 2.268 0.635 5.961 0.00 0.02 0.02
H 0.957 0.819 4.778 -0.03 -0.01 0.02
```
Forces are in eV/Å.

Entry 2:
Entry from the Open Molecules 2025 dataset: 6 unconnected molecules or ions with the total composition C33H56ClNO22P2 at a distorted geometry (ωB97M-V/def2-TZVPD).

SMILES = CCN[C@H]1OC(=O)[C@@H](PP(=O)(O)O)[C@@]1(CC(=O)Cl)C[C@@H](C)OCc1ccccc1.COC(=O)OC.COC(=O)OC.COC(=O)OC.COC(=O)OC.COC(=O)OC
2S+1 = 1
E = -112750.04868 eV
lowest unoccupied orbital energy = -0.7 eV
total charge = 0

Geometry as XYZ:
```
115
Properties=species:S:1:pos:R:3:forces:R:3
C 1.482 0.270 5.760 -0.40 -0.10 -0.30
C 2.325 -0.436 4.501 -0.32 2.37 -0.28
N 3.655 -0.987 4.960 -0.94 -1.31 -1.07
C 3.704 -2.496 4.976 1.75 0.95 1.70
O 2.457 -2.898 5.678 -1.75 -2.32 -2.90
C 1.687 -3.928 4.918 -3.27 -0.40 0.26
O 0.402 -4.270 5.049 9.00 2.50 -0.46
C 2.872 -4.565 3.925 -0.90 -0.33 2.00
P 2.318 -5.708 2.502 1.05 0.14 0.19
P 0.634 -4.861 1.364 -5.43 -1.50 -1.95
O -0.400 -6.050 1.060 3.94 4.21 1.04
O -0.162 -3.528 2.156 0.46 -2.34 -1.82
O 1.263 -4.203 -0.162 -0.32 -1.93 3.02
C 3.968 -3.343 3.601 -1.73 -2.64 -0.73
C 5.358 -4.178 3.382 1.22 0.33 -0.46
C 6.729 -3.398 3.821 0.40 6.03 2.16
O 6.832 -2.161 4.309 -1.01 -8.30 -3.31
Cl 8.347 -4.339 3.557 -2.28 1.01 0.27
C 3.547 -2.731 2.143 -0.22 1.54 0.11
C 4.451 -1.398 1.692 0.51 -1.59 -0.57
C 5.369 -1.855 0.372 0.34 0.03 0.08
O 3.471 -0.346 1.386 2.69 0.30 0.16
C 4.104 0.915 0.972 -0.83 1.17 -1.27
C 3.425 1.291 -0.509 -1.61 0.80 -3.67
C 3.307 2.839 -1.035 -1.20 -3.28 -2.18
C 2.671 3.167 -2.513 0.03 -3.19 0.74
C 2.125 1.997 -3.547 1.56 -1.75 4.31
C 2.194 0.442 -3.025 1.61 3.04 2.53
C 2.833 0.099 -1.522 -0.21 3.40 -1.47
H 1.868 1.374 5.974 -0.75 -2.41 -0.62
H 0.329 0.322 5.456 2.52 -0.04 0.71
H 1.580 -0.326 6.763 -0.15 0.95 -2.09
H 2.571 0.475 3.769 -0.60 -2.09 1.40
H 1.665 -1.175 3.878 1.23 1.24 1.40
H 4.472 -0.550 4.481 -1.04 -0.87 0.51
H 4.534 -2.752 5.776 -1.38 0.25 -1.94
H 3.367 -5.341 4.684 -0.88 1.60 -1.54
H 1.799 -6.936 3.117 -0.23 1.51 -0.20
H -1.167 -3.684 2.196 2.19 -0.07 -0.23
H 1.726 -4.979 -0.595 -0.80 1.11 0.60
H 5.447 -4.369 2.206 0.02 0.37 2.64
H 5.389 -5.241 3.876 -0.04 2.19 -0.74
H 2.412 -2.405 2.203 2.30 -0.52 -0.24
H 3.669 -3.490 1.239 -0.34 1.22 2.28
H 5.246 -1.098 2.518 -1.89 -0.41 -1.47
H 4.763 -1.858 -0.629 1.01 0.09 2.02
H 6.303 -1.143 0.241 -1.94 -1.46 0.23
H 5.784 -2.961 0.520 -0.83 2.42 -0.15
H 3.864 1.796 1.739 0.27 -1.99 -1.61
H 5.271 0.883 0.882 -2.21 -0.31 0.07
H 3.698 3.684 -0.309 -0.99 -1.79 -1.87
H 2.590 4.285 -2.884 0.25 -2.56 0.98
H 1.689 2.197 -4.624 1.02 -0.16 2.56
H 1.828 -0.469 -3.698 0.85 2.29 1.65
H 2.835 -1.039 -1.230 0.01 2.66 -0.42
C -0.044 -5.023 -6.448 0.00 -0.15 -0.48
O -0.006 -4.551 -5.103 -0.58 -0.26 0.69
C -0.968 -5.072 -4.301 -0.45 -0.32 0.08
O -1.822 -5.878 -4.636 1.28 1.18 0.43
O -0.816 -4.540 -3.061 0.13 -0.30 -1.21
C -1.768 -5.002 -2.104 -0.43 -0.17 0.50
H 0.769 -4.542 -6.998 -0.09 0.05 0.37
H 0.113 -6.107 -6.481 -0.20 0.18 0.02
H -0.991 -4.753 -6.926 0.11 -0.20 0.14
H -1.680 -6.084 -1.964 -0.11 0.22 -0.10
H -2.784 -4.730 -2.409 0.18 -0.19 -0.07
H -1.552 -4.512 -1.151 0.22 -0.04 -0.35
C -0.359 0.477 1.553 0.31 -0.47 -0.03
O -0.990 1.753 1.462 -0.93 0.31 0.57
C -2.100 1.884 2.230 -0.12 -0.25 0.21
O -2.574 1.025 2.958 0.66 1.18 -1.01
O -2.594 3.135 2.048 0.57 -0.99 0.01
C -3.772 3.416 2.801 -0.47 0.24 0.28
H 0.516 0.485 0.899 -0.21 0.27 0.04
H -0.022 0.285 2.577 -0.21 -0.04 -0.13
H -1.036 -0.313 1.213 0.07 0.12 0.22
H -3.571 3.342 3.874 -0.07 -0.18 -0.20
H -4.585 2.744 2.510 0.20 0.02 0.17
H -4.078 4.442 2.578 0.25 -0.22 -0.18
C 5.134 2.399 -4.951 -0.50 -0.13 0.11
O 6.494 2.815 -5.070 0.46 1.04 -0.53
C 6.656 4.037 -5.638 -0.40 0.11 -0.07
O 5.762 4.768 -6.034 1.28 -1.00 0.55
O 7.985 4.304 -5.689 -0.93 -0.34 0.11
C 8.309 5.567 -6.267 0.14 0.44 -0.20
H 5.123 1.410 -4.485 0.25 0.24 -0.03
H 4.575 3.088 -4.310 0.16 -0.14 -0.30
H 4.667 2.320 -5.938 0.03 0.17 0.16
H 7.876 6.382 -5.678 -0.06 -0.16 -0.21
H 7.968 5.614 -7.306 -0.09 0.06 0.25
H 9.397 5.675 -6.256 -0.21 -0.30 0.13
C -7.083 8.114 0.395 0.15 0.46 0.25
O -7.519 6.956 -0.314 0.31 -1.02 0.22
C -6.980 5.793 0.131 0.26 -0.07 0.29
O -6.186 5.677 1.052 -1.12 0.17 -1.29
O -7.476 4.782 -0.625 0.26 1.01 0.50
C -6.993 3.489 -0.268 0.20 -0.57 0.12
H -7.576 8.985 -0.044 -0.03 -0.38 -0.10
H -7.369 8.052 1.450 0.20 -0.07 -0.16
H -6.000 8.244 0.294 -0.18 -0.12 0.16
H -7.276 3.242 0.761 0.17 0.10 -0.15
H -5.907 3.434 -0.395 -0.17 0.07 0.17
H -7.455 2.758 -0.937 -0.06 0.36 0.03
C -11.257 3.293 -1.090 0.16 0.47 0.25
O -11.693 2.135 -1.799 0.32 -1.07 0.21
C -11.154 0.972 -1.354 0.24 0.00 0.29
O -10.360 0.855 -0.433 -1.08 0.17 -1.30
O -11.651 -0.039 -2.110 0.28 0.93 0.49
C -11.167 -1.332 -1.752 0.16 -0.50 0.11
H -11.751 4.164 -1.529 -0.02 -0.38 -0.10
H -11.544 3.231 -0.035 0.20 -0.07 -0.16
H -10.175 3.423 -1.191 -0.18 -0.08 0.15
H -11.450 -1.579 -0.724 0.20 0.12 -0.14
H -10.081 -1.387 -1.880 -0.18 0.06 0.19
H -11.629 -2.063 -2.422 -0.05 0.39 0.00
```
Forces are in eV/Å.

| no. | frontier orbital gap (eV) |
| --- | --- |
| 1 | 7.115 |
| 2 | 7.997 |